DFT (ωB97M-V/def2-TZVPD) results for C45H32Cl2NO2P2STa as an isolated structure.

Calculated values
**Energy relative to the best compared isomer or geometry (same formula, charge and spin)**: 0.00 kcal/mol
**LUMO**: -0.456 Ha
**HOMO level**: -18.594 eV
**Net charge**: +4
**Gap between HOMO and LUMO**: 6.19 eV

Atoms and positions in Å:
Ta -0.241 0.310 -0.092
Cl 0.912 0.192 -4.900
Cl -3.582 3.061 -5.489
S -0.183 -0.426 2.253
P 1.838 1.424 0.871
P -0.990 -2.161 -0.068
O 0.141 0.300 -1.923
O -1.189 0.689 1.749
N -1.858 1.447 -0.918
C 3.983 2.686 -0.329
C 1.872 -5.035 0.010
C -2.893 -3.517 -3.354
C -0.657 0.906 -2.854
C -1.378 1.633 -5.020
C 2.830 -3.089 -1.051
C 1.623 -2.421 -0.905
C -0.628 5.182 0.039
C -0.443 0.948 -4.206
C -2.708 2.223 -3.066
C -1.768 1.539 -2.288
C -1.913 -3.258 -2.408
C -3.780 2.822 -2.387
C -3.864 2.729 -1.007
C -2.253 -2.540 -1.258
C 5.502 0.337 -0.368
C 1.946 1.078 2.646
C -2.890 2.045 -0.298
C -2.492 -3.114 4.203
C 3.456 1.481 0.142
C -1.620 -2.047 4.018
C -1.161 -1.794 2.733
C 6.031 1.535 -0.846
C 1.137 -0.025 4.677
C -2.913 -3.873 3.120
C -4.522 -2.333 -2.014
C 3.081 1.399 4.750
C 4.212 0.302 0.125
C -2.484 -3.575 1.826
C 0.539 -3.058 -0.290
C -1.591 -2.537 1.612
C 0.711 3.346 -0.742
C 5.278 2.702 -0.825
C 2.949 -4.397 -0.597
C -2.477 2.250 -4.483
C 0.868 2.912 0.590
C 2.177 0.564 5.388
C 2.972 1.653 3.383
C -0.032 4.485 -1.007
C -0.487 4.747 1.356
C 1.029 0.249 3.321
C 0.256 3.615 1.638
C -4.189 -3.058 -3.156
C -3.556 -2.065 -1.061
C 0.669 -4.369 0.175
H 5.703 3.628 -1.186
H 6.107 -0.560 -0.376
H 3.660 -2.608 -1.550
H 1.213 2.829 -1.554
H -0.906 -3.629 -2.554
H -1.190 6.084 -0.167
H -0.938 5.310 2.162
H -2.856 -4.154 0.989
H -0.160 -4.875 0.654
H -2.649 -4.090 -4.238
H -1.355 -1.426 4.859
H -4.683 3.189 -0.473
H -4.953 -3.277 -3.891
H 3.703 2.284 2.892
H -5.539 -1.995 -1.864
H -4.538 3.357 -2.946
H -2.859 -3.333 5.197
H -0.122 4.844 -2.024
H 3.805 -0.626 0.514
H 1.534 -1.438 -1.365
H -3.822 -1.521 -0.160
H 0.378 3.294 2.665
H 3.890 1.849 5.311
H 0.459 -0.691 5.186
H 3.882 -4.929 -0.728
H 2.279 0.356 6.445
H 3.406 3.601 -0.298
H -3.598 -4.697 3.275
H -1.209 1.662 -6.088
H 7.042 1.557 -1.231
H -2.924 1.967 0.781
H 1.971 -6.057 0.350

DFT (ωB97M-V/def2-TZVPD) results for a 9-piece molecular cluster, C4H29N3O8 overall in a non-equilibrium geometry.

Calculated values
**Energy relative to the best compared isomer or geometry (same formula, charge and spin)**: 80.73 kcal/mol
**LUMO**: 0.002 Ha
**HOMO level**: -8.373 eV
**Net charge**: 0
**Gap between HOMO and LUMO**: 8.43 eV
**Structure (SMILES)**: NCC[C@H](N)CN.O.O.O.O.O.O.O.O

Atoms and positions in Å:
O -1.534 0.875 -3.364
O 1.386 1.778 0.306
O -0.006 3.026 -1.829
O 3.182 -0.237 1.554
O -1.878 -1.678 -3.693
O -2.877 1.553 1.992
O -1.927 3.425 0.446
O 2.162 0.085 -3.164
N 0.550 0.529 2.710
N 1.535 -2.536 -0.926
N -1.520 -1.081 0.393
C 0.138 -2.012 2.062
C 0.205 -2.752 -0.308
C 0.326 -0.925 3.128
C -0.134 -1.549 0.677
H 2.136 -2.131 -0.256
H 2.133 2.335 0.385
H 1.629 -1.938 -1.700
H -2.342 4.006 -0.195
H 0.571 -0.755 0.395
H -2.020 -1.764 -0.063
H -1.008 -1.280 -3.936
H 2.408 0.366 -4.031
H -2.516 2.881 0.906
H -0.404 -1.171 3.884
H 1.395 -1.085 3.556
H 0.351 -3.698 0.033
H -1.349 -0.203 -0.111
H -2.486 -0.914 -3.578
H -0.632 3.461 -1.133
H 2.294 0.083 1.437
H -1.070 1.556 -2.900
H -2.150 0.892 2.125
H 2.451 0.603 -2.495
H 0.658 2.308 0.711
H 0.482 2.158 -1.269
H -0.527 -2.765 -1.155
H 0.327 0.658 1.707
H -0.425 -2.794 2.539
H 0.183 1.263 3.326
H 1.179 -2.664 2.006
H -0.977 1.028 -4.136
H 3.672 0.071 2.318
H -3.571 0.996 1.646

DFT (ωB97M-V/def2-TZVPD) results for a single C20H29N5O4S2 molecule in a non-equilibrium geometry.

Calculated values
**Energy relative to the best compared isomer or geometry (same formula, charge and spin)**: 23.26 kcal/mol
**LUMO**: -0.002 Ha
**HOMO level**: -8.672 eV
**Net charge**: 0
**Gap between HOMO and LUMO**: 8.62 eV
**Structure (SMILES)**: CCOCCCNC(=O)CSc1nnc(-c2ccc(S(=O)(=O)N3CCCC3)cc2)n1C

Atoms and positions in Å:
S -4.043 2.838 0.065
S 5.089 -0.236 -0.631
O -6.758 1.009 1.421
O -3.345 -3.230 0.403
O 5.294 -1.655 -0.537
O 5.707 0.470 -1.713
N 5.492 0.573 0.798
N -1.454 2.021 -0.152
N -5.118 -0.292 0.553
N -2.904 0.576 -0.951
N -1.682 0.059 -1.101
C 7.623 -0.286 1.409
C 6.893 0.953 0.872
C -2.350 -3.907 -0.332
C 1.066 -0.653 -0.491
C -1.967 -3.233 -1.648
C -0.803 0.909 -0.635
C -5.256 -1.395 1.475
C 6.552 -1.035 2.221
C 2.418 -0.938 -0.498
C 2.912 1.397 -0.815
C 0.628 0.666 -0.635
C -2.772 1.747 -0.376
C 5.252 -0.247 1.971
C -5.497 1.862 -0.434
C -4.596 -3.139 -0.245
C 3.328 0.091 -0.650
C -5.867 0.816 0.621
C -0.943 3.175 0.529
C -5.650 -2.692 0.767
C 1.560 1.689 -0.813
H -4.877 -4.121 -0.657
H 3.655 2.165 -0.958
H -2.673 -4.944 -0.525
H 0.332 -1.435 -0.377
H -6.306 2.587 -0.519
H -5.767 -3.467 1.526
H -1.489 -3.932 0.341
H -0.755 3.990 -0.173
H -0.021 2.915 1.046
H -1.043 -3.667 -2.020
H 7.223 1.259 -0.118
H -6.023 -1.115 2.200
H -1.826 -2.165 -1.499
H -5.269 1.413 -1.398
H 5.025 0.420 2.807
H 6.976 1.796 1.563
H -2.739 -3.381 -2.400
H -4.357 -0.335 -0.120
H 1.235 2.703 -0.985
H 4.394 -0.892 1.786
H 7.959 -0.900 0.575
H -1.687 3.510 1.254
H 2.785 -1.947 -0.396
H 8.487 -0.012 2.013
H 6.790 -1.066 3.283
H -6.601 -2.561 0.250
H -4.303 -1.554 1.989
H 6.443 -2.054 1.856
H -4.544 -2.423 -1.077

DFT (ωB97M-V/def2-TZVPD) results for a 2-piece molecular cluster, C5H13N3O2 overall in a non-equilibrium geometry.

Calculated values
**Energy relative to the best compared isomer or geometry (same formula, charge and spin)**: 106.71 kcal/mol
**LUMO (alpha / beta)**: 0.137 / 0.130 Ha
**HOMO level (alpha / beta)**: 0.718 / -4.121 eV
**Multiplicity**: 2
**Net charge**: -1
**Expectation value of S²**: 0.754
**Gap between HOMO and LUMO (alpha / beta)**: 3.00 / 7.65 eV

Atoms and positions in Å:
O 2.285 2.190 0.423
O 1.450 0.468 1.538
N 0.298 0.363 -2.703
N 1.290 -1.356 -1.242
N -0.707 -0.140 -0.429
C -1.953 -1.905 1.050
C -1.013 -0.631 0.831
C 0.216 -0.352 -1.401
C -0.143 2.174 0.801
C 1.283 1.743 0.782
H -0.409 2.949 1.678
H -0.963 1.622 0.630
H 2.130 -1.025 -0.939
H -0.484 0.320 -3.431
H -1.771 -2.749 0.114
H -1.509 0.155 1.363
H 1.132 0.323 -3.321
H -1.597 -2.251 2.056
H 0.089 2.980 0.064
H 2.326 0.038 1.374
H 1.061 -2.369 -1.602
H -0.045 -1.059 1.249
H -2.963 -1.486 1.113

DFT (ωB97M-V/def2-TZVPD) results for a 4-piece molecular cluster, C23H30F3OSSi overall.

Calculated values
**LUMO**: -0.131 Ha
**HOMO level**: -10.873 eV
**Net charge**: +1
**Gap between HOMO and LUMO**: 7.32 eV

Atoms and positions in Å:
S -4.689 -0.713 -1.125
Si 0.277 -1.294 -0.814
F 5.229 0.336 -6.746
F 1.537 2.082 2.476
F -3.598 -1.210 2.083
O -0.930 -1.630 -1.943
C -3.679 -2.274 2.952
C 3.615 0.288 -5.047
C -0.221 -1.841 0.897
C -4.021 -2.010 4.258
C -0.202 5.158 1.744
C -3.423 -3.541 2.477
C -3.854 -4.375 4.693
C 1.737 -2.274 -1.363
C 1.315 3.397 2.236
C 2.388 4.263 2.232
C 2.146 5.604 1.973
C 4.149 1.272 -2.911
C 0.022 3.811 1.997
C 5.783 1.303 -4.680
C 4.875 0.644 -5.484
C 0.675 0.529 -0.777
C -4.107 -3.083 5.134
C 0.856 6.055 1.730
C 5.408 1.616 -3.383
C -3.514 -4.601 3.368
C -2.145 -0.978 -2.004
C -3.164 -1.711 -1.116
C 3.259 0.609 -3.745
H 2.591 -2.029 -0.726
H 0.569 0.899 0.248
H -3.921 -5.204 5.383
H -0.841 -1.108 1.426
H 0.105 1.161 -1.461
H 3.383 3.890 2.431
H 6.105 2.135 -2.738
H -0.786 3.092 2.015
H 3.866 1.523 -1.897
H -2.852 -1.822 -0.078
H -0.715 -2.814 0.921
H 2.974 6.301 1.965
H -4.373 -2.904 6.167
H -3.156 -3.700 1.441
H -3.423 -2.688 -1.528
H 0.711 -1.928 1.468
H 2.940 -0.225 -5.717
H -4.948 -0.605 0.188
H 6.759 1.558 -5.071
H -5.636 -1.622 -1.389
H 1.734 0.635 -1.032
H -2.509 -1.006 -3.038
H -3.313 -5.606 3.023
H 2.277 0.335 -3.379
H 0.676 7.103 1.533
H 1.551 -3.349 -1.294
H -2.080 0.080 -1.715
H -4.206 -0.994 4.579
H -1.210 5.506 1.561
H 2.005 -2.046 -2.398

DFT (ωB97M-V/def2-TZVPD) results for a single C5H7NO molecule.

Calculated values
**Energy relative to the best compared isomer or geometry (same formula, charge and spin)**: 20.51 kcal/mol
**LUMO**: 0.034 Ha
**HOMO level**: -8.720 eV
**Net charge**: 0
**Gap between HOMO and LUMO**: 9.64 eV
**Structure (SMILES)**: [H]/N=C1\C=C(C)OC1

Atoms and positions in Å:
O 0.220 1.276 0.244
N -2.645 -0.796 -0.031
C 2.261 0.038 0.079
C -1.451 -0.354 -0.077
C -0.112 -0.928 -0.220
C 0.773 0.062 0.009
C -1.200 1.127 0.096
H 2.584 0.223 1.110
H -1.511 1.695 -0.787
H 0.142 -1.958 -0.439
H 2.679 0.834 -0.544
H -1.715 1.513 0.975
H 2.656 -0.928 -0.247
H -2.681 -1.805 -0.169

DFT (ωB97M-V/def2-TZVPD) results for C48H54FIN12O4S2Si2Zr as an isolated structure in a non-equilibrium geometry.

Calculated values
**Energy relative to the best compared isomer or geometry (same formula, charge and spin)**: 5.73 kcal/mol
**LUMO**: -0.185 Ha
**HOMO level**: -11.456 eV
**Net charge**: +2
**Gap between HOMO and LUMO**: 6.42 eV

Atoms and positions in Å:
I 5.679 3.213 0.479
Zr -0.379 0.615 -0.120
S 0.957 0.526 3.067
S -0.375 -2.244 -4.002
Si -2.113 -1.460 3.021
Si -0.176 -3.080 1.417
F 7.447 -1.497 0.199
O 0.645 -0.839 -1.338
O 7.762 0.138 -2.085
O 3.280 -0.007 -2.795
O 1.559 -0.414 0.571
N 1.771 1.924 -0.615
N 5.514 0.024 -2.406
N 2.103 2.659 -1.680
N -0.749 1.342 -2.216
N -0.253 3.420 -0.050
N 0.734 3.490 3.354
N -1.959 -0.884 -0.788
N -2.249 1.823 0.026
N 1.925 -3.431 -4.395
N 4.099 -1.252 -1.080
N 0.097 -4.820 -3.908
N 0.218 1.643 1.990
C -2.754 2.188 -1.193
C -4.757 3.205 -0.219
C -0.001 -3.789 -0.330
C -3.287 -2.568 0.237
C -3.763 2.810 -3.796
C -4.457 3.152 -2.672
C -0.256 3.869 1.207
C 1.471 2.896 6.920
C 1.624 1.521 6.933
C 3.326 3.198 -1.574
C -0.601 4.290 -1.004
C 5.194 -1.599 -0.307
C 3.011 -4.398 -4.337
C -1.086 6.019 0.556
C 0.616 -3.599 -4.132
C 6.424 -1.150 -0.574
C -0.675 5.156 1.552
C -2.928 2.355 1.224
C -3.946 -1.649 3.382
C 2.811 2.008 0.208
C 1.617 -0.975 -0.552
C -3.974 2.854 -1.387
C 1.432 -2.907 2.401
C 4.234 -0.376 -2.134
C 6.702 -0.286 -1.718
C -1.262 -1.295 4.676
C -1.103 -4.425 2.393
C 1.449 0.791 5.763
C -2.515 2.179 -3.662
C -0.514 1.228 -4.597
C 3.823 2.798 -0.354
C -4.034 -2.712 -0.918
C -1.020 5.583 -0.759
C -2.237 -1.648 0.284
C 0.549 -6.114 -4.411
C 2.805 -1.899 -0.881
C -2.642 -1.071 -1.925
C -3.064 1.277 2.307
C 0.254 2.922 2.230
C 1.016 2.823 4.566
C -0.050 1.015 -3.294
C 1.164 3.550 5.734
C -1.996 1.887 -2.372
C -1.738 1.809 -4.780
C 1.143 1.444 4.583
C -4.277 2.968 0.993
C -3.689 -1.960 -2.031
C -1.291 -1.481 1.426
H -1.267 -0.257 5.016
H -2.299 3.143 1.668
H 1.599 3.469 7.827
H 5.627 0.604 -3.225
H -0.738 5.470 2.585
H -4.158 -2.660 3.742
H -4.154 3.015 -4.784
H 1.282 -5.995 -5.203
H -1.788 -1.890 5.425
H 0.762 4.494 3.399
H -4.260 -0.958 4.166
H 5.012 -2.250 0.536
H -0.537 -5.358 2.378
H 3.917 -3.882 -4.022
H 1.581 -0.284 5.767
H 2.830 1.505 1.160
H -2.128 1.988 -5.774
H -3.495 -3.188 1.098
H 1.888 1.010 7.848
H -0.749 -4.568 -0.484
H -4.211 -2.066 -2.970
H -4.854 -3.417 -0.959
H 2.789 -5.176 -3.610
H 0.973 -6.730 -3.617
H -0.534 3.934 -2.024
H 0.910 0.546 -3.140
H 2.903 -2.568 -0.028
H 2.158 -2.496 -4.684
H 0.093 0.912 -5.433
H -5.410 3.657 -2.759
H -0.143 -3.042 -1.110
H 1.059 4.629 5.716
H 1.495 2.686 -2.479
H -2.336 -0.502 -2.789
H -3.583 1.671 3.182
H 3.208 -4.862 -5.305
H -0.881 -4.770 -3.679
H 2.007 -3.833 2.308
H -3.643 0.446 1.899
H 1.218 -2.781 3.463
H -2.091 -4.647 1.984
H 2.548 -2.463 -1.780
H -1.290 6.234 -1.578
H -0.306 -6.644 -4.826
H -2.066 0.949 2.605
H -1.230 -4.146 3.446
H -1.441 7.010 0.801
H -0.226 -1.626 4.633
H -4.574 -1.476 2.508
H -4.827 3.238 1.887
H 3.765 3.814 -2.341
H 0.977 -4.253 -0.478
H 2.056 -2.074 2.093
H -5.730 3.657 -0.365

DFT (ωB97M-V/def2-TZVPD) results for C14H19FeN3OS2Se as an isolated structure.

Calculated values
**Energy relative to the best compared isomer or geometry (same formula, charge and spin)**: 0.00 kcal/mol
**LUMO (alpha / beta)**: -0.139 / -0.137 Ha
**HOMO level (alpha / beta)**: -11.487 / -10.659 eV
**Multiplicity**: 2
**Net charge**: +1
**Expectation value of S²**: 1.059
**Gap between HOMO and LUMO (alpha / beta)**: 7.71 / 6.94 eV

Atoms and positions in Å:
Se 2.784 -3.276 0.382
Fe -0.260 -2.103 -0.127
S -3.474 -1.712 -0.056
S -0.287 -4.376 2.243
O -2.150 -2.146 -0.666
N 4.232 -2.320 0.182
N 1.757 -2.123 -0.523
N -0.273 -0.088 0.441
C -1.595 2.958 1.309
C -3.457 -2.289 1.633
C 4.860 -0.215 -0.860
C -0.293 -3.321 1.112
C 3.921 -1.233 -0.499
C 4.429 0.827 -1.606
C -4.636 -2.882 -0.733
C 2.136 -0.008 -1.705
C 2.541 -1.115 -0.900
C -0.320 1.058 0.464
C -0.347 2.529 0.529
C 3.065 0.921 -2.040
C -0.388 3.067 -0.908
C 0.933 2.989 1.242
H -5.592 -2.758 -0.224
H -1.605 4.046 1.381
H 1.115 0.059 -2.057
H 0.948 2.656 2.280
H -2.623 -1.796 2.129
H -4.396 -1.987 2.098
H 1.822 2.607 0.739
H -0.385 4.156 -0.871
H -1.290 2.743 -1.427
H -4.749 -2.658 -1.791
H 2.782 1.754 -2.671
H -4.239 -3.886 -0.591
H -2.506 2.640 0.802
H 5.123 1.602 -1.904
H 5.887 -0.316 -0.541
H -1.590 2.548 2.319
H 0.968 4.078 1.228
H 0.484 2.740 -1.474
H -3.329 -3.369 1.662

| no. | molecular weight (g mol⁻¹) |
| --- | --- |
| 1 | 964.63 |
| 2 | 247.29 |
| 3 | 467.62 |
| 4 | 147.18 |
| 5 | 439.64 |
| 6 | 97.12 |
| 7 | 1220.47 |
| 8 | 444.26 |